15
Properties=species:S:1:pos:R:3:forces:R:3:lowdin_charge:R:1 method="wB97M-V/def2-TZVPD" e_homo_ev=-9.8 relative_energy_kcal_mol=202.0 lumo_ev=0.3 energy_ev=-10770.9883 gap_ev=10.0891
C 1.427824 -0.292266 0.443322 8.66 -1.81 -0.08 -0.330
C 0.593522 0.762007 0.760169 -0.49 2.49 6.99 -0.372
C -0.870762 0.848368 -0.733870 -1.49 -1.40 -0.17 -0.124
C 0.034733 -0.672585 0.846207 2.36 1.26 -1.65 -0.170
H 1.047684 -0.905537 -1.184920 -1.90 -1.60 -2.70 -0.022
H 1.952064 0.411317 -1.354435 0.47 -3.25 0.58 0.144
H 2.563710 -0.232536 1.006398 -3.84 -0.91 -0.21 0.204
H 0.658005 1.193836 1.838505 0.70 -0.43 -2.03 0.175
H -1.912555 1.137822 -1.166068 2.56 -0.59 -0.09 0.167
H -1.939159 -0.334783 1.147761 -1.87 -1.69 -5.02 0.253
H -0.026598 -1.171780 1.789133 -1.24 -0.79 -0.07 0.139
N 1.946292 -0.649434 -0.935546 -0.23 5.04 0.91 0.053
N -0.115650 1.568017 -0.044614 -1.65 2.09 -2.29 0.110
N -0.695890 -0.646135 -0.428034 -4.61 1.01 0.40 -0.074
O -2.174790 -0.734828 -0.014247 2.57 0.58 5.42 -0.153

10
Properties=species:S:1:pos:R:3:forces:R:3:lowdin_charge:R:1 method="wB97M-V/def2-TZVPD" e_homo_ev=-9.4 relative_energy_kcal_mol=46.2 lumo_ev=0.5 energy_ev=-19233.7713 gap_ev=9.8950
C 1.554047 0.235584 -0.003135 -0.67 1.17 -1.61 -0.558
C 0.360976 0.849998 -0.158583 -0.22 -3.51 2.61 -0.170
C -1.373156 -0.962586 0.100251 -0.49 -2.97 -3.69 -0.299
H 2.272568 1.043138 -0.232877 0.82 -1.59 0.23 0.072
H 0.568586 1.881574 -0.233620 -1.12 1.23 -0.21 0.088
H -1.454748 1.186056 0.560587 -1.20 -0.77 -0.08 0.133
H -0.422552 -1.615953 -0.229844 -1.93 1.41 1.22 0.098
N -0.968080 0.362124 0.236042 1.44 1.03 -0.68 0.039
O -2.490612 -1.521558 -0.108384 3.19 2.94 1.94 -0.026
Cl 1.952971 -1.458378 0.069560 0.19 1.04 0.26 0.623

22
Properties=species:S:1:pos:R:3:forces:R:3:lowdin_charge:R:1 method="wB97M-V/def2-TZVPD" e_homo_ev="4.0 / -1.6" charge=-2 s2=0.750 lumo_ev="5.8 / 6.3" energy_ev=-14046.5491 gap_ev="1.8323 / 7.8918" spin_multiplicity=2
C -0.656171 1.581243 1.653883 0.37 1.82 -1.36 -0.180
C -1.556230 2.361216 0.695462 -2.04 0.52 -0.23 -0.157
C 0.749256 2.247843 1.705263 0.94 0.46 0.20 -0.756
O 1.149929 2.909368 0.713880 -0.38 -0.34 0.08 -0.126
O 1.373162 2.086534 2.784626 -0.24 -0.15 0.04 -0.125
H -1.034359 1.716421 2.662302 -0.11 -1.03 0.08 0.087
H -0.543302 0.597597 1.214896 -0.03 -0.50 0.90 0.067
H -2.279153 1.764491 0.111139 0.48 -0.37 0.06 0.042
H -1.087770 3.037166 -0.018025 0.62 -0.30 0.16 0.050
H -2.278985 2.998515 1.236508 0.36 0.08 0.24 0.047
C -0.059018 -1.349721 -0.961181 0.29 -1.06 -2.23 -0.176
C -0.861290 -2.591857 -0.615320 -0.59 -0.99 1.92 -0.333
C 1.455513 -1.681482 -0.949335 0.40 0.33 -0.66 -0.581
O 1.951041 -2.547985 -0.261177 -0.35 -0.73 0.54 -0.069
N 2.263785 -1.055105 -1.867177 -0.52 0.94 -0.52 0.067
H -0.365925 -1.265470 -2.036636 0.70 1.04 0.70 0.088
H -0.245704 -0.440042 -0.398171 -0.29 -0.11 -0.01 0.076
H -0.680519 -2.857841 0.431828 0.45 -0.39 -0.12 0.024
H -0.659198 -3.482141 -1.246880 0.23 0.66 0.27 0.017
H 3.179394 -1.395150 -2.105948 0.36 -0.50 0.53 -0.032
H 2.140249 -0.116003 -2.210400 -0.67 -0.08 0.04 0.011
H -1.954699 -2.517593 -0.539545 0.01 0.70 -0.63 -0.041

14
Properties=species:S:1:pos:R:3:forces:R:3:lowdin_charge:R:1 method="wB97M-V/def2-TZVPD" e_homo_ev=-12.6 charge=+1 relative_energy_kcal_mol=13.1 lumo_ev=-3.9 energy_ev=-14554.4967 gap_ev=8.6326
C 2.564616 -0.909449 -0.247094 -0.89 -1.22 -0.03 -0.428
S 0.971760 -1.748183 0.167891 -0.24 0.50 -0.64 0.610
H 1.338346 -2.637148 1.087809 0.31 0.02 0.16 -0.151
H 3.259508 -1.667952 -0.596301 0.13 0.21 0.00 0.034
H 2.891584 -0.425098 0.642915 0.53 0.55 0.33 0.013
H 2.323238 -0.226712 -1.057885 0.13 0.09 0.10 0.018
C -2.015625 0.585421 0.564210 0.23 -0.48 0.33 -0.020
N -1.384434 1.367613 -0.533722 0.60 -0.62 -0.72 0.155
H -0.871422 0.700745 -1.126539 -0.35 -0.03 -0.08 0.160
H -2.024024 1.878763 -1.137198 -0.14 0.20 0.07 0.174
H -0.629070 1.970812 -0.221173 -0.21 0.53 0.40 0.171
H -2.655601 -0.179063 0.149821 -0.07 -0.09 -0.30 0.108
H -2.591050 1.179646 1.251095 0.00 0.57 0.04 0.103
H -1.177826 0.110599 1.056175 -0.03 -0.22 0.34 0.054

71
Properties=species:S:1:pos:R:3:forces:R:3:lowdin_charge:R:1 method="wB97M-V/def2-TZVPD" e_homo_ev=-7.8 relative_energy_kcal_mol=0.0 lumo_ev=0.2 energy_ev=-67481.5728 gap_ev=8.0129
Mo -0.982511 0.130101 0.020359 0.08 0.01 -0.02 1.383
O 1.247422 -0.403474 -0.778420 0.03 -0.01 0.01 -0.184
C 2.244375 0.297468 -1.523148 -0.01 0.01 -0.03 -0.153
C 2.704992 1.502568 -0.746911 -0.03 0.02 -0.01 -0.274
C 2.985742 2.687676 -1.417397 0.00 -0.01 0.00 -0.029
C 3.423435 3.778355 -0.684884 0.00 0.00 0.01 -0.065
C 3.554799 3.648312 0.688531 0.00 0.01 0.00 -0.061
C 3.253182 2.422330 1.261966 0.01 -0.01 -0.01 -0.132
N 2.842975 1.364375 0.568526 0.01 0.00 0.02 0.135
H 1.158259 -1.302932 -1.114266 -0.03 0.01 -0.02 0.089
H 1.837436 0.609558 -2.485959 0.00 -0.01 0.00 0.110
H 3.095107 -0.370383 -1.684394 0.00 0.00 0.01 0.137
H 2.841128 2.749275 -2.488662 0.00 0.00 0.00 0.122
H 3.647888 4.716698 -1.176562 0.00 0.00 0.00 0.112
H 3.883147 4.472939 1.306029 0.00 0.00 0.00 0.105
H 3.352574 2.279507 2.332757 0.00 0.00 0.01 0.106
O 1.738458 -3.454681 3.881602 0.05 0.01 0.03 0.131
C 1.809734 -2.201166 4.308977 -0.06 -0.02 0.03 -0.497
O 2.364575 -1.901848 5.335452 0.02 0.01 -0.02 0.105
C 1.164401 -1.158230 3.465773 -0.01 -0.01 -0.02 -0.033
C 1.170155 0.192343 3.781836 0.06 0.01 -0.02 0.024
N 0.528730 0.841914 2.811048 -0.07 0.06 0.00 0.065
N 0.084972 -0.001188 1.884957 0.07 -0.04 -0.06 -0.037
C 0.458570 -1.221255 2.256872 0.02 0.03 0.01 -0.122
C 0.071496 -2.327054 1.337051 -0.12 0.00 0.03 -0.516
O 0.372308 -3.490047 1.586187 0.05 0.00 -0.02 0.068
O -0.584941 -1.948923 0.290657 -0.03 0.01 -0.02 -0.183
H 1.246012 -3.533205 3.025706 -0.04 -0.01 -0.02 0.064
H 1.593982 0.692071 4.635770 0.00 0.00 0.00 0.144
H 0.318521 1.836073 2.626200 -0.03 -0.02 0.03 0.111
O -2.532462 0.429306 0.512423 -0.02 0.03 0.02 -0.454
C -1.937880 -5.430136 -4.730795 0.00 0.00 0.00 -0.095
C -0.842024 -4.496663 -4.228882 0.00 0.00 0.00 -0.230
C -1.308908 -3.061834 -4.032924 -0.01 0.00 0.00 -0.202
N -2.262290 -2.972481 -2.930900 -0.02 0.01 -0.01 0.054
C -2.365972 -1.957489 -2.094940 0.02 -0.04 0.01 -0.691
S -1.531019 -0.482887 -2.365097 0.00 0.02 0.06 0.768
N -3.213076 -2.061289 -1.020352 0.04 -0.01 -0.01 0.112
C -3.450744 -3.151253 -0.161814 0.12 0.00 0.05 -0.398
O -3.878742 -2.929328 0.939544 -0.08 -0.01 -0.04 0.146
C -3.174989 -4.542671 -0.640418 -0.04 -0.02 -0.01 -0.172
C -4.175800 -5.239499 -1.311304 0.00 -0.01 0.01 -0.043
C -3.960850 -6.558285 -1.688574 0.01 0.00 -0.01 -0.086
C -2.747586 -7.169582 -1.405794 0.00 0.00 -0.01 -0.082
C -1.752738 -6.467434 -0.737857 0.00 0.01 0.01 -0.058
C -1.961375 -5.153040 -0.344532 0.00 0.02 -0.01 -0.002
H -1.547447 -6.433969 -4.897221 0.00 0.00 0.00 0.077
H -2.353419 -5.069944 -5.674110 0.00 0.00 0.00 0.079
H -2.756779 -5.528257 -4.015409 0.00 0.00 0.00 0.049
H -0.022264 -4.475464 -4.949822 0.00 0.00 0.00 0.111
H -0.427885 -4.868269 -3.287669 0.00 0.00 0.00 0.108
H -1.776501 -2.681895 -4.945680 0.00 0.01 0.00 0.129
H -0.476518 -2.402202 -3.798256 0.01 -0.01 0.01 0.082
H -2.857100 -3.775006 -2.774322 0.02 0.00 0.01 0.116
H -3.335680 -1.183191 -0.520862 -0.02 0.00 0.01 0.084
H -5.125562 -4.759060 -1.516126 0.00 0.00 0.00 0.126
H -4.742406 -7.106978 -2.197708 0.00 0.00 0.00 0.108
H -2.579750 -8.197522 -1.699826 0.00 0.00 0.00 0.106
H -0.810629 -6.948252 -0.508439 0.00 0.00 0.00 0.111
H -1.193885 -4.605469 0.189982 0.00 -0.02 0.00 0.099
O -0.149955 1.972946 -2.753845 -0.01 -0.01 0.00 -0.025
C -0.247077 2.651258 -1.753569 0.07 0.00 0.01 -0.516
C -0.192744 4.168214 -1.746099 0.02 0.00 -0.02 -0.079
C -0.208285 4.525003 -0.271405 -0.02 0.00 0.00 -0.078
C -0.289944 3.183226 0.429656 0.00 0.01 0.00 -0.473
O -0.280831 3.088780 1.650621 0.03 -0.06 0.02 0.016
N -0.375465 2.150115 -0.465868 -0.06 0.02 -0.01 -0.002
H -1.050551 4.544150 -2.302932 -0.01 0.00 0.00 0.126
H 0.705035 4.491482 -2.272396 -0.02 -0.01 0.00 0.113
H -1.068335 5.120735 0.033708 0.01 0.00 0.00 0.126
H 0.686578 5.042399 0.072647 0.01 -0.01 0.00 0.115

7
Properties=species:S:1:pos:R:3:forces:R:3:lowdin_charge:R:1 method="wB97M-V/def2-TZVPD" e_homo_ev=-10.8 relative_energy_kcal_mol=25.7 lumo_ev=0.5 energy_ev=-12288.5909 gap_ev=11.2929
C -0.093290 1.122873 0.170050 0.78 -4.22 3.00 -0.337
C 0.027622 -0.811610 -0.020938 -1.22 3.73 1.37 -0.287
O -0.402091 1.721066 1.153742 0.01 -0.58 -1.91 0.144
F 0.550616 1.553849 -0.854742 0.36 1.31 -1.36 0.156
F 0.912597 -1.113795 -0.929087 0.75 0.02 -0.85 0.111
F -1.191011 -1.122426 -0.417301 -1.19 -0.59 -0.84 0.072
H 0.195557 -1.349958 0.898276 0.52 0.33 0.60 0.140

Max |F| values, unit eV/Å, following the record order: 8.8 4.8 2.5 1.5 0.1 5.2.